No. 1
98
Properties=species:S:1:pos:R:3:forces:R:3:mulliken_spin:R:1 method="wB97M-V/def2-TZVPD" spin_multiplicity=6 de_lowest_kcal_mol=11.78 charge=+1 molar_mass_g_mol=854.5 orbital_gap_ev="6.4 / 4.8" homo_energy_ev="-9.4 / -9.2" lumo_ev="-2.9 / -4.4" s_squared=8.775 energy_ev=-178695.4738
Fe -0.1365 -0.3726 0.1556 0.35 2.52 0.36 3.8472
C 2.5870 -0.7456 -3.3154 -0.03 0.06 0.03 0.0026
C 3.0576 0.2595 -2.2586 -0.58 -0.31 -0.24 0.0418
C 4.5772 0.3002 -2.1544 -0.04 0.05 0.13 0.0012
P 2.1870 -0.0310 -0.6295 1.29 0.19 0.73 0.1198
C 3.3707 -1.0709 0.3790 -0.32 -0.06 -0.13 -0.0162
C 2.9071 -1.1301 1.8342 0.02 0.10 -0.11 0.0922
C 3.4756 -2.4819 -0.2016 0.07 0.08 -0.07 0.0057
C 2.2884 1.5920 0.1902 -0.51 0.00 -0.16 0.0012
C 3.4224 2.1022 0.8106 0.10 0.12 0.18 -0.0084
C 3.4041 3.3126 1.4894 0.03 -0.07 -0.01 0.0185
C 4.6397 3.8629 2.1431 -0.06 0.02 0.10 -0.0009
C 2.1834 3.9856 1.5842 0.11 -0.10 -0.05 -0.0066
C 1.0478 3.5086 0.9680 -0.13 -0.27 -0.08 0.0295
C 1.0759 2.3162 0.2150 0.47 0.34 0.25 -0.0193
N -0.0182 1.7667 -0.4238 -0.09 -1.58 0.24 0.1279
C -1.1071 2.5176 -0.8105 -0.37 0.11 0.00 0.0400
C -1.0366 3.8755 -1.1741 0.12 -0.14 -0.03 0.0250
C -2.1775 4.5962 -1.4596 -0.02 -0.11 0.02 -0.0079
C -3.4434 4.0127 -1.4006 -0.08 -0.10 0.04 0.0145
C -4.6887 4.8135 -1.6603 0.02 -0.01 -0.12 -0.0008
C -3.5112 2.6508 -1.1409 -0.12 0.18 -0.14 -0.0105
C -2.3718 1.8951 -0.8935 0.63 -0.11 0.35 -0.0233
P -2.3692 0.0922 -0.7155 -1.18 0.27 -0.72 -0.0513
C -3.9915 -0.2963 0.1006 0.36 -0.18 0.27 0.0313
C -4.0690 0.3551 1.4829 -0.05 0.03 -0.10 0.0025
C -4.1941 -1.8089 0.1945 -0.02 0.07 -0.05 0.0058
C -2.5797 -0.4857 -2.4786 0.23 -0.04 0.16 0.0316
C -1.3337 -0.0598 -3.2613 -0.08 -0.03 0.11 -0.0021
C -3.8498 -0.0048 -3.1698 0.01 -0.04 0.08 0.0034
H 3.0661 -0.5326 -4.2722 0.00 -0.02 -0.01 0.0003
H 1.5069 -0.6831 -3.4569 0.07 -0.05 -0.04 -0.0008
H 2.8364 -1.7713 -3.0365 0.01 0.01 -0.04 -0.0017
H 2.7060 1.2521 -2.5535 -0.06 0.00 0.06 0.0013
H 4.9941 -0.6746 -1.8989 0.01 0.02 -0.02 0.0001
H 4.9146 1.0313 -1.4208 0.03 0.01 0.02 -0.0004
H 4.9871 0.5945 -3.1215 0.00 -0.01 -0.01 0.0008
H 4.3540 -0.5997 0.3372 -0.01 0.05 -0.03 -0.0060
H 1.8903 -1.5233 1.9024 -0.04 -0.09 0.04 -0.0035
H 2.9076 -0.1429 2.2939 0.00 -0.01 0.04 -0.0152
H 3.5579 -1.7891 2.4121 0.02 0.01 -0.02 0.0014
H 2.5148 -2.9968 -0.1466 -0.01 -0.03 -0.02 -0.0026
H 4.1959 -3.0647 0.3747 0.00 -0.01 -0.01 0.0003
H 3.8056 -2.4753 -1.2412 -0.01 -0.07 0.05 0.0017
H 4.3515 1.5445 0.7909 0.02 -0.03 -0.03 -0.0004
H 5.5333 3.3361 1.8121 0.02 0.02 0.00 -0.0001
H 4.5762 3.7692 3.2299 0.04 0.00 -0.01 0.0016
H 4.7577 4.9228 1.9168 0.05 -0.01 -0.01 0.0008
H 2.1232 4.8961 2.1698 0.02 0.03 -0.03 0.0002
H 0.1103 4.0320 1.0921 0.00 0.07 -0.05 -0.0005
H -0.0671 4.3501 -1.2431 -0.02 0.05 0.08 -0.0010
H -2.0885 5.6426 -1.7269 0.01 0.01 0.02 0.0001
H -4.5560 5.8530 -1.3636 -0.03 0.00 0.01 0.0004
H -5.5401 4.4055 -1.1165 -0.01 0.02 0.00 0.0002
H -4.9383 4.8032 -2.7242 -0.03 0.03 0.02 0.0012
H -4.4862 2.1775 -1.1363 -0.01 -0.02 0.00 0.0001
H -4.7759 0.1229 -0.5312 0.06 0.05 -0.08 0.0029
H -3.3411 -0.0875 2.1628 0.01 0.01 0.05 0.0027
H -5.0604 0.1993 1.9119 0.01 -0.02 -0.02 0.0003
H -3.8875 1.4293 1.4344 0.01 -0.01 0.03 -0.0007
H -3.4284 -2.2680 0.8242 -0.01 -0.01 0.01 -0.0019
H -4.1640 -2.2882 -0.7854 -0.01 -0.04 0.03 -0.0001
H -5.1636 -2.0219 0.6467 0.00 -0.02 -0.02 -0.0004
H -2.5999 -1.5785 -2.4206 0.02 0.00 0.02 -0.0007
H -1.3210 1.0234 -3.3967 0.03 0.00 0.00 0.0003
H -1.3252 -0.5291 -4.2460 0.00 0.01 -0.01 -0.0008
H -0.4175 -0.3407 -2.7345 -0.03 0.01 -0.06 0.0129
H -3.8818 1.0837 -3.2135 -0.02 0.01 -0.03 -0.0001
H -4.7533 -0.3664 -2.6780 -0.01 0.02 -0.02 0.0003
H -3.8617 -0.3803 -4.1945 -0.01 0.00 -0.01 0.0001
C 0.4303 -1.6016 4.8178 0.00 0.18 -0.18 0.0068
Si -0.1153 0.0516 4.1017 0.24 0.15 0.55 -0.0517
C 1.1936 1.3799 4.3767 -0.15 -0.22 -0.12 0.0126
C -1.7240 0.6007 4.9451 0.26 -0.19 -0.24 0.0334
C -0.5661 -0.1277 2.3001 0.00 -0.07 -0.89 0.5303
H 0.3664 -1.5861 5.9074 -0.01 0.02 0.00 0.0004
H 1.4629 -1.8377 4.5521 -0.01 0.01 -0.02 0.0003
H -0.2003 -2.4179 4.4584 -0.03 0.00 0.02 -0.0007
H 1.2607 1.6117 5.4419 -0.02 -0.01 0.01 -0.0006
H 0.9520 2.3035 3.8456 -0.01 -0.02 -0.01 -0.0008
H 2.1832 1.0546 4.0501 -0.02 0.01 -0.02 0.0004
H -1.5420 0.8384 5.9953 0.03 0.00 -0.01 0.0068
H -2.4705 -0.1960 4.9083 -0.02 0.02 0.00 -0.0016
H -2.1448 1.4851 4.4631 0.00 0.01 0.01 0.0000
H -1.2618 -0.9643 2.1347 -0.05 0.00 -0.02 0.0489
H -0.9676 0.8143 1.8977 -0.13 -0.02 0.06 -0.0014
Br -0.2643 -6.0000 1.1834 0.04 -0.05 -0.11 0.0010
C 0.0872 -5.9796 -0.6745 -0.08 0.18 0.34 0.0097
C 0.4039 -7.1737 -1.3045 -0.01 -0.06 -0.09 0.0032
C 0.6796 -7.1897 -2.6625 0.00 0.05 0.03 0.0002
C 0.6311 -6.0147 -3.3979 0.00 -0.09 0.00 0.0012
C 0.3069 -4.8204 -2.7753 -0.02 0.25 -0.08 -0.0120
C 0.0367 -4.8091 -1.4178 0.15 0.23 0.18 0.0476
I -0.5616 -2.9620 -0.5189 -0.42 -1.39 -0.40 0.0788
H 0.4198 -8.0886 -0.7292 0.04 0.02 0.03 0.0001
H 0.9339 -8.1241 -3.1435 -0.03 0.00 0.00 0.0001
H 0.8334 -6.0265 -4.4601 0.02 0.02 0.01 0.0000
H 0.2589 -3.9029 -3.3473 0.00 -0.01 0.01 -0.0005

***

No. 2
105
Properties=species:S:1:pos:R:3:forces:R:3:mulliken_charge:R:1 method="wB97M-V/def2-TZVPD" charge=-2 molar_mass_g_mol=773.4 orbital_gap_ev=6.1 homo_energy_ev=-1.9 lumo_ev=4.1 energy_ev=-99339.1258
K -0.3306 -0.9945 0.1578 0.63 0.41 -0.17 0.8738
C -0.3831 -4.4341 -4.1628 -0.05 -0.03 0.00 -1.0989
N 0.3691 -3.5409 -3.3216 0.04 -0.01 0.01 0.2731
C -0.2444 -3.3501 -2.0253 0.09 -0.07 -0.09 0.0292
C 1.7570 -3.9679 -3.2167 0.00 -0.07 -0.08 -0.6093
C 2.5984 -3.1787 -2.2008 -0.09 -0.02 -0.01 -1.6410
N 2.4141 -1.7458 -2.2126 0.03 0.03 -0.01 -0.0072
C 2.9560 -1.0163 -3.1631 -0.03 -0.01 0.01 0.3844
C 2.6804 0.3967 -3.1751 0.04 0.01 -0.03 -0.0540
F 1.8372 0.8786 -2.2345 -0.01 -0.02 -0.03 -0.0936
C 3.2046 1.2775 -4.0756 -0.02 0.04 0.00 0.0721
F 2.8679 2.5924 -3.9634 0.02 -0.04 -0.03 -0.2752
C 4.0567 0.8954 -5.1077 -0.01 -0.03 0.02 -0.9585
C 4.3259 -0.4599 -5.1511 0.00 -0.02 0.00 0.2084
F 5.1406 -0.9283 -6.1349 0.00 0.01 0.01 -0.3665
C 3.8230 -1.3718 -4.2514 0.03 0.01 -0.03 0.2910
F 4.1933 -2.6754 -4.4479 0.02 0.04 0.04 -0.3903
H -0.4411 -5.4624 -3.7526 0.01 0.01 0.00 0.3722
H 0.0808 -4.4964 -5.1506 0.00 0.01 0.01 0.3236
H -1.4036 -4.0643 -4.2829 0.00 0.00 0.00 0.3029
H -0.2924 -4.2725 -1.4173 0.01 -0.01 -0.02 0.2642
H -1.2581 -2.9582 -2.1213 0.00 0.01 -0.05 0.5566
H 0.3893 -2.6255 -1.5226 -0.15 -0.05 0.12 -1.1154
H 2.2021 -3.8954 -4.2140 -0.04 0.00 0.08 0.6045
H 1.8109 -5.0353 -2.9124 -0.01 -0.02 -0.02 0.3146
H 3.6344 -3.5062 -2.3413 0.08 0.02 -0.02 0.5915
H 2.3199 -3.5310 -1.2009 -0.01 0.03 -0.01 0.3729
H 4.4702 1.5960 -5.8146 0.00 0.00 0.00 0.4723
C 1.8155 6.0869 -1.1968 0.00 0.03 0.01 -0.7139
C 0.7455 5.2486 -1.8847 -0.02 0.00 -0.04 -0.7295
C 0.1619 4.2200 -0.9068 -0.04 -0.01 0.00 -1.1589
C 1.2258 3.6603 0.0669 0.09 0.01 -0.01 0.6134
C 2.6074 3.7423 -0.5887 0.00 -0.04 -0.04 -0.1675
C 3.0169 5.2041 -0.8185 0.02 0.00 0.01 -1.0279
P 0.7829 1.9192 0.5094 -0.16 0.04 0.09 -0.5823
C 2.1427 1.2540 1.5872 0.01 0.02 0.08 0.8448
C 2.8000 2.2035 2.6131 -0.03 0.03 -0.01 -0.8413
C 4.2263 1.7610 2.9633 0.02 0.02 0.00 -0.9196
C 4.2855 0.2416 3.0769 0.01 -0.02 0.03 -0.8396
C 4.0218 -0.4145 1.7081 0.02 -0.04 -0.01 -0.7940
C 3.2031 0.4919 0.7807 0.00 0.00 -0.07 -0.5248
C -0.5824 2.0712 1.7478 -0.04 0.07 0.04 1.1259
C -1.9648 2.1141 1.0712 0.01 0.03 -0.13 -0.6002
C -3.0426 2.2495 2.1420 -0.01 0.00 0.02 -0.7752
C -2.9509 3.6183 2.8433 -0.01 0.00 0.01 -0.8630
C -1.5501 4.2260 2.7134 0.01 0.03 0.01 -0.7514
C -0.4712 3.1549 2.8483 0.00 -0.01 0.00 -0.8779
H 1.3829 6.5376 -0.2971 0.00 -0.01 0.00 0.3314
H 2.1377 6.9158 -1.8328 0.00 0.00 0.00 0.4127
H 1.1893 4.7347 -2.7427 0.01 0.00 0.01 0.1672
H -0.0554 5.8790 -2.2803 0.01 0.00 0.01 0.5098
H -0.2880 3.3989 -1.4725 0.01 0.00 0.00 0.4045
H -0.6454 4.6791 -0.3296 0.02 0.01 -0.02 0.0785
H 1.2396 4.2811 0.9708 0.00 -0.02 0.00 0.4905
H 2.5831 3.1950 -1.5346 0.00 0.04 0.03 -0.1322
H 3.3607 3.2493 0.0261 0.01 0.00 0.02 -0.1308
H 3.7718 5.2439 -1.6088 -0.01 -0.01 -0.01 0.4907
H 3.4905 5.5981 0.0861 0.00 0.01 0.00 0.3191
H 1.5923 0.4985 2.1686 0.02 0.00 -0.01 0.6267
H 2.1920 2.2046 3.5205 0.01 0.00 0.00 0.3417
H 2.8153 3.2347 2.2465 0.02 -0.02 -0.01 0.1065
H 4.5420 2.2393 3.8948 0.00 -0.01 0.01 0.5200
H 4.9287 2.0936 2.1905 -0.01 0.00 0.00 0.2811
H 3.5272 -0.0791 3.7973 -0.01 0.01 -0.01 0.3593
H 5.2494 -0.0856 3.4759 0.00 0.01 0.00 0.4731
H 3.4877 -1.3572 1.8524 0.00 0.00 0.00 0.2224
H 4.9665 -0.6687 1.2189 0.00 0.02 0.00 0.4876
H 2.7512 -0.1015 -0.0188 0.00 0.00 0.03 -0.2269
H 3.8636 1.1979 0.2686 0.00 0.01 0.02 0.2992
H -0.5409 1.1079 2.2805 -0.03 0.07 0.04 -0.0407
H -2.1346 1.2084 0.4784 0.02 0.00 0.08 0.3443
H -2.0342 2.9413 0.3539 0.00 0.00 0.04 0.1866
H -2.8809 1.4537 2.8741 0.00 -0.01 0.01 0.2323
H -4.0360 2.1071 1.7089 0.00 0.00 0.01 0.4559
H -3.1907 3.4930 3.9025 0.00 0.00 -0.01 0.3263
H -3.6888 4.3146 2.4300 0.00 -0.01 0.00 0.3621
H -1.4054 5.0022 3.4717 0.00 -0.01 0.00 0.4807
H -1.4512 4.7283 1.7446 0.00 -0.01 0.00 0.0173
H -0.5793 2.6459 3.8105 0.00 0.01 0.03 0.3424
H 0.5123 3.6283 2.8431 0.00 -0.01 0.01 0.3270
C -6.8813 -3.1364 2.3556 -0.04 0.00 0.03 -1.3263
C -5.6694 -2.4859 1.7008 0.02 0.07 -0.02 -1.3644
C -4.6128 -3.4451 1.0980 -0.02 -0.04 0.01 2.5912
C -5.2566 -4.4994 0.1836 -0.05 0.06 0.04 -1.1819
C -4.2265 -5.3856 -0.5044 0.04 -0.06 -0.04 -1.1905
C -3.9115 -4.1629 2.2350 -0.01 -0.03 -0.01 -0.0560
O -4.4775 -4.9729 2.9544 0.01 0.00 -0.02 -0.7226
N -2.6040 -3.8514 2.4131 0.01 -0.01 0.01 0.0667
C -1.8127 -3.0623 1.5572 0.01 -0.06 0.06 0.4782
O -0.6107 -3.0108 1.8136 -0.02 -0.09 -0.03 -0.7586
N -2.3709 -2.4202 0.5140 -0.47 -0.38 0.13 0.2829
C -3.6814 -2.5634 0.2340 -0.04 0.07 -0.07 -0.8435
O -4.2028 -2.0027 -0.7283 0.03 -0.04 0.02 -0.7645
H -7.5001 -2.3650 2.8202 0.00 0.00 0.00 0.4249
H -6.5894 -3.8535 3.1212 0.01 0.01 0.00 0.3077
H -7.5033 -3.6554 1.6237 0.01 -0.01 -0.01 0.2776
H -5.1660 -1.8354 2.4229 0.01 -0.02 0.00 0.4673
H -5.9877 -1.8449 0.8765 -0.01 -0.01 0.01 0.4538
H -5.8509 -3.9636 -0.5590 0.02 0.00 -0.01 0.4029
H -5.9281 -5.1116 0.7875 0.01 -0.01 -0.01 0.4410
H -3.5171 -4.7937 -1.0860 -0.01 0.02 -0.01 0.1937
H -4.7086 -6.0894 -1.1863 0.00 0.00 0.02 0.4572
H -3.6583 -5.9692 0.2246 -0.01 0.01 0.00 0.2913
H -2.1164 -4.2717 3.1904 0.01 0.01 0.00 0.2721
Cl -1.0608 0.0537 4.5806 0.03 0.03 -0.06 -0.7808